(1)
A molecular structure, C14H19N6O3S2Zr, computed with ωB97M-V/def2-TZVPD.

```
45
Properties=species:S:1:pos:R:3:forces:R:3:nbo_charge:R:1
Zr 0.12531 0.23413 -0.13110 0.1 -0.2 -0.1 1.778
N 2.53349 0.17946 0.09887 -0.3 -0.1 0.0 -0.871
C 3.07693 -1.09813 0.61655 0.0 -0.1 0.0 -0.240
C 2.27658 -2.22597 0.00771 -0.2 -0.1 0.0 -0.231
N 0.83686 -1.96544 0.28051 0.1 0.0 0.0 -0.879
H 3.00045 0.44598 -0.76441 0.0 0.0 0.0 0.414
H 2.71123 0.94378 0.74653 0.0 0.0 0.0 0.432
H 2.96779 -1.10478 1.70180 0.0 0.0 0.0 0.218
H 4.13427 -1.21448 0.38416 0.0 0.0 0.0 0.234
H 2.58090 -3.19674 0.39598 0.1 0.0 0.0 0.234
H 2.41594 -2.24060 -1.07428 0.0 0.0 0.0 0.213
H 0.61980 -2.12882 1.26659 0.0 0.0 0.0 0.426
H 0.24939 -2.63357 -0.21439 0.0 0.0 0.0 0.421
S 0.79590 2.43935 -0.99762 -0.1 0.0 0.0 -0.021
C -0.77484 2.62541 -0.27597 -0.1 0.2 0.0 -0.310
C -1.78839 3.25886 -1.08264 0.1 -0.1 0.0 0.211
N -2.59099 3.74586 -1.74386 0.0 0.0 0.0 -0.189
C -1.13761 2.15742 0.97293 -0.1 0.2 0.2 -0.302
S -0.13602 1.22876 2.07395 0.0 0.1 0.0 -0.025
C -2.47873 2.41892 1.43033 0.0 -0.2 0.0 0.216
N -3.53914 2.61930 1.82291 0.0 0.0 0.0 -0.197
C -2.57226 -4.54009 -0.30977 -0.1 0.1 0.1 -0.613
C -3.77739 -3.88233 0.36167 0.2 -0.1 -0.1 -0.378
C -3.84201 -2.35811 0.15311 -0.1 0.0 -0.2 -0.272
C -5.09806 -1.78841 0.85474 0.0 0.1 0.1 -0.359
C -5.27672 -0.28404 0.68166 0.1 -0.1 0.0 -0.626
C -4.01351 -2.10859 -1.34368 0.0 -0.1 0.0 0.728
O -4.90237 -2.58239 -1.98870 0.0 0.0 0.0 -0.514
N -3.04931 -1.30576 -1.99689 0.0 0.0 0.0 -0.633
C -2.01496 -0.76643 -1.34391 0.1 -0.1 0.1 0.799
O -1.06878 -0.13414 -1.93948 -0.1 0.1 0.1 -0.719
N -1.84374 -0.87075 -0.02720 0.3 0.1 0.1 -0.785
C -2.59596 -1.73633 0.76593 0.0 0.1 -0.2 0.726
O -2.22461 -1.99884 1.88191 0.1 0.0 0.1 -0.557
H -2.58338 -5.61280 -0.12491 0.1 0.0 0.0 0.242
H -1.63718 -4.14921 0.10511 0.0 0.0 0.0 0.175
H -2.57645 -4.39049 -1.39194 0.0 0.0 0.0 0.206
H -3.74516 -4.06453 1.43494 -0.1 0.0 0.0 0.236
H -4.70121 -4.30437 -0.03161 0.0 0.0 0.0 0.239
H -5.01206 -2.04275 1.91216 0.0 0.0 0.0 0.229
H -5.95465 -2.32494 0.44623 0.0 0.0 0.0 0.232
H -4.45264 0.26934 1.13309 0.0 0.0 0.0 0.210
H -6.18959 0.05143 1.17011 0.0 0.0 0.0 0.244
H -5.35246 -0.00377 -0.37223 0.0 0.0 0.0 0.204
H -3.14680 -1.16223 -2.99464 0.0 0.0 0.0 0.451
```
Positions in Å, forces in eV/Å.

The frontier orbital gap is 0.3067 hartree. The calculation puts the HOMO energy at -12.727 eV. The value obtained for the energy above the lowest of the compared OMol25 structures with the same formula, charge and spin is 0.0 kcal per mole. For the electronic energy, the calculation gives -1942.54075 hartree. The net charge is +1. The value obtained for the strongest force on any atom is 0.30 eV Å⁻¹. The value obtained for the LUMO energy is -4.381 eV.

***

(2)
C14H19N7 in the gas phase at a distorted geometry, computed with ωB97M-V/def2-TZVPD.

```
40
Properties=species:S:1:pos:R:3:forces:R:3:nbo_charge:R:1
C 2.11601 -4.27205 2.86337 0.3 0.0 1.6 -0.661
C 1.19190 -3.68009 1.87251 0.2 0.5 -0.3 0.472
N -0.01876 -4.15232 1.81178 -0.1 0.1 -0.2 -0.515
C -0.83474 -3.58375 0.87764 -1.7 -0.9 1.4 0.390
C -2.15858 -3.98388 0.77276 -1.1 0.2 -1.5 -0.340
C -3.02545 -3.37095 -0.24729 1.6 -0.1 1.6 -0.105
C -2.52574 -2.31944 -0.96693 0.5 -0.5 0.3 -0.317
C -1.13544 -1.89574 -0.81498 -2.7 -0.7 0.0 0.462
N -0.66305 -0.95205 -1.54786 1.2 1.5 -1.0 -0.567
C 0.62801 -0.59483 -1.27010 -1.0 2.0 -2.2 0.595
N 1.24624 0.41796 -1.90807 0.1 0.8 -1.1 -0.571
C 0.56045 1.41428 -2.71371 -0.2 0.8 0.3 -0.223
C -0.24169 2.34409 -1.80335 0.2 0.9 0.7 -0.416
C 0.70374 3.06617 -0.78973 -0.8 -0.1 0.4 -0.214
N 0.08294 4.15692 -0.02224 0.1 1.1 -0.1 -0.454
C 1.02237 4.91689 0.84923 -1.0 0.8 -0.9 -0.407
C -1.17443 3.80491 0.65081 0.5 -0.5 0.1 -0.420
N 1.42017 -1.09644 -0.41941 0.2 -2.4 2.5 -0.539
C 0.88627 -2.11359 0.28621 3.3 1.4 -0.5 0.592
N 1.70670 -2.69328 1.07305 0.9 -2.0 2.6 -0.536
N -0.37361 -2.50715 0.15375 -2.3 -0.6 -1.1 -0.390
H 2.63843 -5.09274 2.40737 0.4 -0.4 -0.4 0.239
H 2.86634 -3.55799 3.24232 -0.3 -0.2 -0.5 0.235
H 1.60180 -4.70435 3.74964 0.0 0.4 -0.8 0.232
H -2.55920 -4.76918 1.43296 0.6 0.5 -0.5 0.243
H -4.07134 -3.69453 -0.37380 0.7 0.2 0.1 0.227
H -3.17197 -1.81154 -1.66849 0.4 0.2 -0.2 0.236
H 2.12143 0.65522 -1.41281 -0.9 -0.1 -0.8 0.417
H 1.25516 1.99697 -3.34574 0.1 -0.4 0.5 0.202
H -0.13938 0.97090 -3.40289 -0.1 -0.6 -0.2 0.222
H -0.79977 3.10293 -2.39393 0.3 -0.4 0.3 0.214
H -0.95751 1.72970 -1.25285 -0.1 0.1 -0.1 0.211
H 1.12634 2.33965 -0.06312 0.0 -0.1 -0.4 0.158
H 1.50610 3.45234 -1.41231 0.4 0.4 0.3 0.190
H 1.33941 4.30910 1.66755 0.4 -0.5 0.9 0.166
H 0.47844 5.82646 1.28250 0.8 -1.2 -0.7 0.201
H 1.94535 5.25270 0.30999 -1.0 -0.3 0.2 0.202
H -1.49770 4.53060 1.40991 0.4 0.1 -0.4 0.206
H -1.12250 2.84017 1.19933 0.1 0.1 -0.2 0.162
H -1.97273 3.71794 -0.08309 -0.1 0.0 0.0 0.200
```
Positions in Å, forces in eV/Å.

The structure (SMILES) is CC1=NC2=CC=CC3=NC(NCCCN(C)C)=NC(=N1)N23. The frontier orbital gap is 0.2871 hartree. The calculation puts the HOMO energy at -7.687 eV. For the electronic energy, the calculation gives -928.16742 hartree. The net charge is 0. The value obtained for the strongest force on any atom is 3.64 eV Å⁻¹. The value obtained for the LUMO energy is 0.124 eV.

***

(3)
C14H19NO3 in the gas phase at a distorted geometry, computed with ωB97M-V/def2-TZVPD.

```
37
Properties=species:S:1:pos:R:3:forces:R:3:nbo_charge:R:1
C -0.75934 1.85520 -2.83626 0.3 -0.3 0.3 -0.261
O -0.45975 0.71106 -2.02325 -0.4 0.2 -0.7 -0.546
C 0.40239 1.04249 -1.00749 1.2 1.9 -1.0 0.362
O -0.12024 1.98750 -0.03783 0.5 -0.2 1.0 -0.571
C -0.20509 1.42036 1.22214 0.4 0.3 1.3 0.812
O 0.50274 1.73394 2.15026 -0.6 0.3 -1.1 -0.562
C -1.29009 0.36231 1.31549 0.7 0.0 -0.3 -0.169
C -2.53804 0.91907 2.01965 0.0 -0.5 0.3 -0.394
C -3.54390 1.23114 0.89742 0.1 0.5 0.0 -0.418
C -2.98452 0.58556 -0.37620 -0.3 -0.2 -0.3 -0.195
N -1.69290 0.09344 -0.00645 -1.6 -1.8 -0.1 -0.663
C 1.14558 -0.10496 -0.40911 0.5 -0.5 -0.7 -0.036
C 2.33260 0.20767 0.27541 -0.1 -0.4 -0.2 -0.200
C 3.20139 -0.81629 0.63299 -0.3 0.2 -0.1 -0.199
C 2.85409 -2.14903 0.37476 -0.2 0.3 0.4 -0.014
C 3.80869 -3.25058 0.71111 0.1 -0.3 0.1 -0.628
C 1.62911 -2.43711 -0.21860 0.1 -0.1 -0.5 -0.205
C 0.83045 -1.42339 -0.74211 0.4 0.4 0.6 -0.227
H -1.60797 1.57743 -3.46230 0.1 0.1 0.0 0.200
H -0.99983 2.71105 -2.19010 -0.1 -0.2 -0.3 0.195
H 0.12867 2.07995 -3.44208 -0.3 0.1 -0.1 0.177
H 1.15073 1.69872 -1.48191 0.2 -0.2 0.1 0.166
H -0.82016 -0.50118 1.81860 -0.3 0.3 0.0 0.227
H -2.91751 0.11967 2.66266 -0.1 0.2 0.0 0.214
H -2.28951 1.78133 2.64210 -0.1 -0.1 0.0 0.225
H -4.52351 0.82607 1.14705 0.0 0.2 0.0 0.214
H -3.63605 2.31696 0.75920 -0.1 -0.3 0.1 0.209
H -3.63288 -0.23068 -0.73836 0.1 0.2 0.1 0.175
H -2.89255 1.30672 -1.20458 -0.2 0.0 0.2 0.169
H -1.30691 -0.61983 -0.60100 -0.2 0.1 0.8 0.404
H 2.57210 1.26049 0.44197 0.0 -0.4 0.1 0.233
H 4.15491 -0.57970 1.10648 -0.2 -0.1 -0.1 0.215
H 3.35684 -4.21524 0.46271 0.2 0.1 0.0 0.214
H 4.73658 -3.12993 0.13817 -0.2 -0.1 0.1 0.223
H 4.07986 -3.26345 1.77207 -0.1 0.0 -0.1 0.221
H 1.32174 -3.47374 -0.34011 0.2 0.1 -0.2 0.210
H 0.01227 -1.63303 -1.43251 0.2 -0.1 0.4 0.223
```
Positions in Å, forces in eV/Å.

The structure (SMILES) is CO[C@@H](OC(=O)[C@H]1CCCN1)c1ccc(C)cc1. The frontier orbital gap is 0.3203 hartree. The calculation puts the HOMO energy at -7.905 eV. The value obtained for the energy above the lowest of the compared OMol25 structures with the same formula, charge and spin is 75.2 kcal per mole. For the electronic energy, the calculation gives -825.28975 hartree. The net charge is 0. The value obtained for the strongest force on any atom is 2.47 eV Å⁻¹. The value obtained for the LUMO energy is 0.811 eV.